No. 1
Computed, not measured: a molecular structure, C45H72BBr3ClFI2N15O2S in a non-equilibrium geometry, with ωB97M-V/def2-TZVPD.

The geometry in XYZ format:
```
143
Properties=species:S:1:pos:R:3
C 3.77634 -4.61927 0.53026
C 2.24102 -4.54881 0.48066
C 1.82395 -3.35002 -0.39231
C 0.41003 -2.83982 -0.06898
O 0.36358 -1.50462 0.44034
N -0.54312 -0.98511 1.39143
C 0.50201 -0.17258 2.28846
I 2.41889 0.27841 1.13538
C 1.26615 -0.67991 3.52716
C 1.93821 0.56426 4.19095
I 2.93279 -2.07005 3.14513
C -1.50023 -1.93741 2.12417
Br -0.50449 -3.17942 3.30929
C -2.45937 -2.97560 1.42216
C -2.40867 -4.22117 0.51230
C -1.64779 -5.46476 0.97406
Cl -2.26998 -4.03883 -1.29440
C -2.53365 -1.09637 3.02055
F -3.69502 -1.90464 3.17684
C -2.32142 -0.92031 4.52846
C -1.26388 -0.09453 5.26489
N -3.16814 -0.00419 2.26544
C -4.42731 0.39093 2.71079
Br -4.58865 1.63414 4.22872
C -5.59287 0.00323 2.18514
C -5.68227 -0.95492 1.04983
Br -7.27059 0.59571 2.78546
C -2.34720 0.94036 1.46114
C -1.85324 2.04740 2.47020
B -3.26745 1.90175 0.51372
N -4.46984 1.52733 -0.25929
O -2.80784 3.15746 0.30307
C -1.31497 0.17375 0.64925
C -2.17724 -0.52132 -0.50118
C -2.06298 0.06656 -1.90144
N -0.40039 0.88890 -0.17364
C -0.07732 2.07265 -0.09482
S 0.33940 3.52250 -0.07851
H 4.24334 -3.66133 0.32845
H 4.17412 -5.31391 -0.20023
H 4.14082 -4.94183 1.50278
H 1.83245 -4.46368 1.48261
H 1.90431 -5.48013 0.03568
H 2.58796 -2.58150 -0.42241
H 1.81279 -3.77022 -1.39411
H 0.02052 -3.58669 0.60150
H -0.08681 -2.84739 -1.02022
H 0.25183 0.86979 2.38063
H 0.81990 -1.16808 4.37388
H 1.62997 1.50668 3.74930
H 3.01365 0.49351 4.19644
H 1.64621 0.61294 5.23717
H -2.82019 -3.52647 2.27747
H -3.29609 -2.42587 1.01952
H -3.42201 -4.59552 0.52402
H -2.13408 -5.79127 1.89091
H -0.60415 -5.29869 1.20242
H -1.80876 -6.23971 0.23735
H -2.34204 -1.89052 5.00670
H -3.26063 -0.51415 4.87750
H -1.68666 0.49441 6.06992
H -0.63573 0.59608 4.71246
H -0.58775 -0.77231 5.78008
H -5.19278 -1.90141 1.25157
H -6.72418 -1.17088 0.84667
H -5.28377 -0.56541 0.12311
H -1.78229 1.60668 3.45845
H -0.89974 2.51316 2.24177
H -2.57183 2.83807 2.61624
H -5.20863 2.21491 -0.16143
H -4.27242 1.44730 -1.25078
H -3.19205 3.51755 -0.49984
H -1.79413 -1.52531 -0.67451
H -3.19653 -0.70971 -0.19633
H -2.84834 -0.42454 -2.47853
H -2.26578 1.13004 -1.97449
H -1.14428 -0.21462 -2.39288
C 1.16934 3.81031 -5.06698
C 0.91448 3.69198 -3.64395
N 0.72827 3.57642 -2.51510
H 2.23615 3.78474 -5.28510
H 0.70402 2.99722 -5.62291
H 0.77621 4.74371 -5.46690
C 3.40728 6.91483 -6.97522
C 3.10918 5.75494 -7.80197
N 2.87024 4.83520 -8.44623
H 2.84248 7.78665 -7.29461
H 3.16209 6.72873 -5.93060
H 4.46146 7.17057 -7.02539
C 6.63108 9.67255 -6.48212
C 5.18287 9.75670 -6.38858
N 4.03987 9.82894 -6.31697
H 7.10144 10.01444 -5.56215
H 6.95369 8.64798 -6.66179
H 7.00490 10.28822 -7.29802
C 3.81474 1.16370 -6.42472
C 2.79688 0.19717 -6.05242
N 1.99260 -0.56314 -5.75616
H 4.10279 1.78594 -5.57959
H 4.71430 0.67333 -6.78650
H 3.46463 1.82797 -7.21572
C -2.38702 -2.06209 -4.93266
C -3.47812 -1.12874 -5.14423
N -4.33860 -0.38663 -5.31203
H -2.35327 -2.82001 -5.71343
H -1.42669 -1.55160 -4.93297
H -2.49187 -2.57608 -3.97773
C 7.95323 -4.75828 1.82210
C 7.39074 -4.44678 0.51844
N 6.94854 -4.20342 -0.51181
H 8.93594 -4.30590 1.94117
H 7.31494 -4.38665 2.62199
H 8.06216 -5.83332 1.95310
C -5.63226 -0.79055 -8.44439
C -6.03930 -1.78984 -9.41860
N -6.36110 -2.57879 -10.18683
H -6.25605 0.09915 -8.50797
H -5.70852 -1.17333 -7.42932
H -4.60048 -0.48253 -8.60322
C -3.31476 -0.69357 9.22937
C -2.10246 0.06340 8.98112
N -1.17535 0.71334 8.78914
H -3.08503 -1.66297 9.66807
H -3.97204 -0.15799 9.91179
H -3.86256 -0.86629 8.30459
C 8.19164 -0.76275 -5.80773
C 7.52258 0.52361 -5.70637
N 6.99437 1.53930 -5.62500
H 7.52971 -1.51498 -6.23322
H 9.07261 -0.69455 -6.44313
H 8.51130 -1.11402 -4.82834
C 1.85027 -3.09035 7.42395
C 0.42203 -3.00066 7.64485
N -0.70791 -2.90937 7.81435
H 2.40695 -2.87022 8.33317
H 2.14093 -4.08681 7.09511
H 2.17318 -2.38443 6.65871
C -3.74065 4.87505 7.05265
C -3.85996 3.69473 7.89410
N -3.95586 2.75914 8.55121
H -2.77082 5.35341 7.17730
H -3.84976 4.61939 5.99952
H -4.50437 5.61228 7.29342
```

Computed properties:
DFT total energy: -327343.07196 eV
E_LUMO: -0.1182 Eh
HOMO level: -10.504 eV
Frontier orbital gap: 7.3 eV
Charge: +1
Energy relative to the best compared isomer or geometry (same formula, charge and spin): 0.0 kJ/mol



No. 2
Computed, not measured: a molecular structure, C45H74B2N13P2SY, with ωB97M-V/def2-TZVPD.

The geometry in XYZ format:
```
138
Properties=species:S:1:pos:R:3
Y -0.16184 -0.27825 0.72160
C -3.80285 0.32923 4.03079
C -2.48139 0.31119 3.32766
N -2.32593 0.66691 2.10315
N -3.42814 1.23155 1.51803
C -3.42965 1.18031 0.21152
N -4.42077 1.88003 -0.40624
S -2.34956 0.30885 -0.81193
C -1.25812 -0.03897 4.08265
C -1.28073 -0.13505 5.47138
C -0.08987 -0.29110 6.15981
C 1.09250 -0.34761 5.44497
C 1.02147 -0.28547 4.06389
N -0.11765 -0.14365 3.39003
H -4.60329 0.32553 3.29877
H -3.91112 1.22920 4.64465
H -3.89744 -0.54257 4.67827
H -5.17822 2.20609 0.17094
H -4.61540 1.65452 -1.36466
H -2.21679 -0.06428 6.00532
H -0.08834 -0.36169 7.24034
H 2.05063 -0.46632 5.93270
H 1.92332 -0.35849 3.46854
C 0.57002 4.03531 -4.26251
C -0.51261 3.52302 -3.30954
C -1.79842 4.34499 -3.45752
C -0.84532 2.09176 -3.74947
P -0.08628 3.42480 -1.46986
C 1.68129 2.83891 -1.47013
N 1.87304 1.46070 -1.89668
B 1.27524 0.21204 -1.36453
N 1.88645 -0.78818 -2.24905
C 1.69268 -2.22545 -2.30996
P 0.05516 -2.77292 -1.64279
C 0.40082 -4.60688 -1.34947
C 1.08104 -4.70274 0.02159
C -0.92951 -5.35816 -1.24056
C 1.30338 -5.30605 -2.37467
C -1.04580 -2.65169 -3.17398
C -0.75752 -3.62795 -4.31468
C -0.87395 -1.23143 -3.72635
C -2.50445 -2.81797 -2.73046
C 2.77642 -0.20607 -3.14091
C 3.59376 -0.77746 -4.10498
C 4.41490 0.05581 -4.86125
C 4.42024 1.42691 -4.64440
C 3.60432 2.00362 -3.67285
C 2.77151 1.18337 -2.92264
C 0.13496 5.20520 -0.82466
C 0.73874 6.26396 -1.74788
C 1.02121 5.16286 0.42734
C -1.25947 5.65940 -0.36666
H 0.17261 4.00882 -5.28335
H 1.44379 3.38218 -4.24917
H 0.89360 5.05313 -4.06581
H -2.17030 4.24554 -4.48234
H -1.65095 5.40682 -3.26438
H -2.57607 3.97778 -2.78084
H -1.18295 2.11292 -4.79217
H -1.63899 1.66172 -3.13644
H 0.02644 1.44068 -3.69287
H 2.01582 2.95329 -0.44037
H 2.29901 3.50143 -2.07708
H 2.47498 -2.75457 -1.75268
H 1.78060 -2.55499 -3.34900
H 0.43884 -4.30198 0.80483
H 2.03843 -4.18007 0.05393
H 1.26990 -5.75623 0.25194
H -1.60085 -4.87344 -0.52574
H -0.73459 -6.37356 -0.88094
H -1.44260 -5.44146 -2.19899
H 2.23623 -4.76670 -2.54818
H 0.81701 -5.46231 -3.33325
H 1.57321 -6.29136 -1.98088
H 0.28985 -3.60750 -4.62360
H -1.35805 -3.33299 -5.18137
H -1.02840 -4.65422 -4.06683
H 0.09597 -1.09524 -4.21051
H -0.96618 -0.47673 -2.94701
H -1.65242 -1.04179 -4.47299
H -2.70185 -3.79588 -2.28897
H -3.15677 -2.70737 -3.60358
H -2.78390 -2.05458 -2.00521
H 3.61121 -1.84842 -4.26277
H 5.05972 -0.37305 -5.61792
H 5.07066 2.06168 -5.23305
H 3.63942 3.07413 -3.51725
H 1.73853 5.98362 -2.08502
H 0.83253 7.20207 -1.18943
H 0.12505 6.46908 -2.62235
H 2.07205 5.00394 0.17815
H 0.69850 4.38988 1.12252
H 0.95071 6.12849 0.94147
H -1.97621 5.69498 -1.18833
H -1.19734 6.66236 0.07118
H -1.65406 4.97334 0.38713
B 0.28022 -3.40944 3.22241
N -1.12728 -2.95641 2.72212
C -2.23673 -3.47505 3.26578
C -3.32148 -3.13502 2.47744
C -2.76278 -2.38749 1.44216
N -1.44074 -2.27444 1.60016
N 1.50202 -2.74444 2.48333
C 2.74452 -3.17175 2.73721
C 3.61916 -2.58885 1.83603
C 2.79521 -1.80539 1.03332
N 1.51931 -1.90177 1.42903
H 0.37475 -4.60262 3.03339
H 0.36448 -3.15494 4.40526
H -2.16865 -4.07776 4.15777
H -4.35492 -3.39844 2.62509
H -3.24224 -1.89169 0.61207
H 2.91668 -3.87862 3.53336
H 4.68448 -2.72506 1.76469
H 3.04346 -1.17451 0.19180
C -0.03154 4.37425 4.38939
C -0.96460 3.32956 3.81525
N -0.34505 2.77244 2.62984
C 0.97196 2.43078 2.54894
N 1.33823 1.58856 1.61800
C 2.77867 1.38321 1.42532
C 3.62781 2.53373 1.92744
C 3.24233 2.80740 3.36425
N 1.81184 3.05993 3.42438
C 1.32101 3.73095 4.62215
H -0.41930 4.76815 5.32938
H 0.06794 5.20158 3.68293
H -1.91934 3.76347 3.51888
H -1.16956 2.55381 4.56638
H -0.95412 2.24784 2.02276
H 2.95072 1.20506 0.36247
H 3.10343 0.47375 1.94244
H 3.45927 3.43453 1.33253
H 4.68461 2.27403 1.85342
H 3.74872 3.69356 3.75047
H 3.52065 1.96254 4.00839
H 2.05930 4.48443 4.89920
H 1.25839 3.01620 5.45386
```

Computed properties:
DFT total energy: -99053.91195 eV
E_LUMO: -0.0059 Eh
HOMO level: -6.750 eV
Frontier orbital gap: 6.6 eV
Charge: 0



No. 3
Computed, not measured: a molecular structure, C45H76B2F15Hg2N4O23P2S in a non-equilibrium geometry, with ωB97M-V/def2-TZVPD.

The geometry in XYZ format:
```
170
Properties=species:S:1:pos:R:3
Hg 1.36298 -2.54514 -1.97696
Hg 3.72376 2.67912 0.46752
O 3.37769 1.62473 2.51000
C 2.92010 1.07174 3.52226
O 2.01619 0.11439 3.56704
B 1.88246 -0.25077 5.07933
O 2.78459 0.69082 5.79259
C 3.39866 1.46947 4.97851
O 4.12382 2.46696 5.18627
O 2.28550 -1.64710 5.26687
C 1.26022 -2.36319 5.58681
O 1.30223 -3.52348 5.78319
C 0.10025 -1.33405 5.78478
O 0.46498 -0.17038 5.34850
O -1.07136 -1.69487 6.09683
O 3.52279 -4.71297 4.24238
C 4.23548 -4.13108 3.43245
O 3.89769 -3.09172 2.75344
B 4.94467 -2.78155 1.82207
O 6.00078 -3.74164 2.14296
C 5.66738 -4.54400 3.08005
O 6.23291 -5.54292 3.52458
O 4.37319 -2.91762 0.43340
C 4.14464 -1.80055 -0.07778
O 3.36761 -1.52861 -1.02300
C 4.81588 -0.71482 0.88465
O 5.40428 -1.35543 1.91195
O 4.77883 0.51162 0.70276
P 0.90509 -4.51791 1.33490
F 0.10988 -5.97653 1.00855
F 0.65603 -4.73857 2.96323
F 2.37408 -5.25217 1.45259
F 1.43171 -3.02614 1.72425
F 1.19588 -4.19263 -0.23449
F -0.66543 -3.93585 1.15413
P 4.58425 3.31767 -2.26116
F 3.49606 3.43149 -3.44560
F 5.50695 2.38579 -3.25023
F 5.29057 4.70713 -2.70019
F 5.68775 3.22356 -1.07916
F 3.63142 4.13210 -1.23176
F 3.93225 2.01694 -1.62970
C -0.42938 0.43637 0.98979
F -0.73478 1.55043 1.60054
F 0.23752 -0.30540 1.85526
F -1.55638 -0.12388 0.57488
S 0.76544 0.73306 -0.51263
O -0.00121 1.56136 -1.50682
O 2.01658 1.32333 0.02349
O 1.02243 -0.53391 -1.17382
C -6.19902 -0.62179 6.30859
C -5.45559 0.53891 5.59751
C -3.92262 0.25934 5.88172
C -2.95448 1.04212 4.91180
C -3.31985 0.81421 3.50044
C -4.72085 1.22690 3.15556
N -5.69745 0.57851 4.10138
O -6.99871 0.87572 3.84959
C -4.82805 2.83797 3.21170
C -5.03379 0.73230 1.74114
C -5.99125 1.87023 6.26912
H -6.13996 -0.43509 7.38086
H -5.82188 -1.62300 6.10022
H -7.26236 -0.62691 6.06901
H -3.64564 0.60141 6.87890
H -3.71639 -0.79699 5.70924
H -1.88797 0.83069 4.83449
H -3.04114 2.06971 5.26487
H -3.01490 -0.14233 3.07603
H -2.69429 1.48265 2.90887
H -4.62218 3.28357 4.18493
H -4.17560 3.38174 2.52853
H -5.83401 3.12286 2.90351
H -4.38752 1.13815 0.96285
H -5.12063 -0.34365 1.58987
H -6.06053 1.02980 1.52812
H -6.92863 2.25910 5.87136
H -5.37807 2.76243 6.14228
H -6.20558 1.80418 7.33580
H -7.31933 0.11419 3.36083
C -0.68742 4.97022 0.21111
C 0.57228 5.69824 0.57729
C 0.19331 7.16570 0.99162
C -0.25451 7.25062 2.48925
C 0.81111 6.69253 3.34642
C 1.02357 5.17827 3.07228
N 1.33517 4.98651 1.61294
O 1.59514 3.67398 1.27726
C 2.27035 4.71360 3.91061
C -0.16379 4.30547 3.61831
C 1.43211 5.84203 -0.79548
H -0.50403 3.95460 -0.13959
H -1.16150 5.43864 -0.65141
H -1.39502 4.88382 1.03569
H 0.97249 7.89833 0.78128
H -0.76401 7.42188 0.53772
H -1.21421 6.88854 2.85801
H -0.27765 8.31929 2.70255
H 0.81993 6.96813 4.40096
H 1.73544 7.21410 3.09806
H 3.21156 4.99900 3.44075
H 2.24150 5.01467 4.95781
H 2.31987 3.62807 3.82531
H 0.07221 3.24143 3.63338
H -0.33069 4.69583 4.62222
H -1.10289 4.45674 3.08602
H 0.98419 6.59875 -1.43957
H 1.41580 4.98018 -1.46259
H 2.47041 6.17350 -0.80803
H 0.74538 3.30478 1.52863
C -2.79266 -5.20636 -1.81885
C -1.69788 -4.76523 -2.84500
C -2.07500 -5.10717 -4.31983
C -3.09519 -4.22173 -4.84322
C -2.79811 -2.69072 -4.72157
C -2.33974 -2.19132 -3.25949
N -1.39910 -3.25926 -2.78982
O -0.89317 -3.05108 -1.52391
C -1.60498 -0.83983 -3.42637
C -3.49324 -1.90910 -2.27609
C -0.48095 -5.65399 -2.62382
H -2.77247 -6.29287 -1.90356
H -3.80581 -4.85974 -2.02253
H -2.40025 -4.97218 -0.82927
H -1.35034 -5.00523 -5.12765
H -2.49002 -6.09431 -4.52333
H -4.08618 -4.41020 -4.43028
H -3.24780 -4.62015 -5.84626
H -3.55660 -1.99678 -5.08384
H -1.97713 -2.49549 -5.41147
H -0.74242 -1.01543 -4.06921
H -2.26908 -0.11292 -3.89399
H -1.17118 -0.56805 -2.46406
H -4.09684 -1.04341 -2.54874
H -4.13030 -2.76385 -2.04881
H -3.16122 -1.66539 -1.26690
H -0.28328 -5.57151 -1.55506
H 0.38661 -5.28970 -3.17402
H -0.61618 -6.73201 -2.71131
H -1.71800 -3.04728 -1.03273
C 3.70888 0.11965 -5.80590
C 2.30307 -0.28717 -5.39730
C 1.26847 -0.08130 -6.63174
C 1.66449 -1.02691 -7.74205
C 1.20680 -2.40458 -7.22854
C 2.04643 -2.76929 -5.95599
N 2.01273 -1.66217 -4.98626
O 2.67347 -2.00136 -3.84068
C 1.24238 -3.92581 -5.33978
C 3.37913 -3.31784 -6.54162
C 1.80521 0.67771 -4.27706
H 4.27987 -0.54680 -6.45238
H 4.32379 -0.03472 -4.91924
H 3.77928 1.11570 -6.24297
H 0.27028 -0.41831 -6.35223
H 1.00018 0.90464 -7.01128
H 2.74972 -0.98716 -7.83587
H 1.18168 -0.82958 -8.69916
H 1.33373 -3.22488 -7.93502
H 0.18847 -2.49867 -6.85138
H 0.34495 -3.70512 -4.76184
H 0.79849 -4.54949 -6.11573
H 1.88509 -4.55502 -4.72405
H 3.27369 -4.14768 -7.24043
H 3.94229 -2.52425 -7.03270
H 3.99914 -3.72535 -5.74310
H 2.51382 0.58776 -3.45373
H 0.90934 0.40621 -3.71866
H 1.75418 1.73997 -4.51604
H 3.55673 -1.95342 -4.21372
```

Computed properties:
DFT total energy: -180839.90158 eV
E_LUMO: -0.0354 Eh
HOMO level: -6.492 eV
Frontier orbital gap: 5.5 eV
Charge: -1
Energy relative to the best compared isomer or geometry (same formula, charge and spin): 0.0 kJ/mol



DFT total energy of number 3 (C45H76B2F15Hg2N4O23P2S)?
-180839.90158 eV



The lowest DFT total energy belongs to which entry?
C45H72BBr3ClFI2N15O2S